Here is a molecular structure, C17H39O2P3V from the OMol25 dataset. Energies are from the ωB97M-V functional and the def2-TZVPD basis.

Last column: Löwdin spin population.
Geometry (Å):
V: -1.5693 -0.5629 -0.4079  2.079
P: -0.4020 0.1178 1.5822  -0.006
P: -0.7448 -2.6339 -0.3413  -0.017
P: -3.4124 0.6800 0.2544  -0.036
H: 0.4750 -0.3271 -2.5903  0.000
C: -0.1027 0.5658 -2.3010  -0.007
C: 0.2858 1.4151 -1.2902  -0.015
H: 1.2346 1.2752 -0.7762  0.000
C: 1.4257 0.0618 1.7592  0.002
C: -0.8887 -0.9503 3.0071  0.009
C: -0.6182 1.7737 2.3555  -0.001
C: -0.5409 -3.3154 -2.0094  -0.001
C: 0.8358 -3.0909 0.4403  0.004
C: -1.9890 -3.6930 0.4862  -0.006
C: -3.1843 2.4940 0.2328  -0.011
C: -4.0966 0.2919 1.9091  -0.003
C: -4.8794 0.4798 -0.8124  0.001
H: -0.9550 0.8167 -2.9521  0.001
H: -0.3248 2.2925 -1.0676  0.000
H: 1.9064 0.6855 1.0002  0.000
H: 1.8106 -0.9558 1.6564  0.000
H: 1.6770 0.4490 2.7562  -0.001
H: -0.5102 -1.9734 2.8805  0.000
H: -1.9813 -0.9787 3.1164  0.000
H: -0.4454 -0.5123 3.9147  0.001
H: -0.4001 2.5625 1.6276  0.000
H: 0.1027 1.8563 3.1804  -0.001
H: -1.6254 1.9153 2.7616  0.000
H: -0.9885 -4.3166 -2.0363  -0.001
H: 0.5329 -3.3643 -2.2343  0.000
H: -1.0204 -2.6802 -2.7661  -0.001
H: 1.0009 -4.1657 0.2727  -0.001
H: 0.8086 -2.9018 1.5209  0.000
H: 1.6639 -2.5106 -0.0141  0.000
H: -1.7891 -4.7418 0.2294  -0.002
H: -2.9959 -3.4061 0.1470  0.000
H: -1.9369 -3.5470 1.5758  0.000
H: -4.1627 2.9783 0.1274  -0.003
H: -2.5523 2.7638 -0.6214  0.000
H: -2.6943 2.8451 1.1455  0.000
H: -5.1492 0.6078 1.9370  -0.001
H: -3.5335 0.7903 2.7089  0.000
H: -4.0494 -0.7946 2.0690  0.000
H: -5.7651 0.9241 -0.3358  -0.001
H: -5.0521 -0.5907 -0.9931  0.000
H: -4.6856 0.9624 -1.7808  0.000
C: -3.4332 -1.1117 -3.7724  0.000
C: -3.2291 -2.3717 -4.3602  -0.001
C: -3.9363 -2.6630 -5.5400  0.000
C: -4.8594 -1.7544 -6.0765  -0.002
C: -5.0600 -0.5157 -5.4669  0.000
C: -4.3334 -0.1910 -4.3283  -0.002
O: -2.7038 -0.5493 -2.7546  0.020
H: -2.2496 -1.1590 -2.0300  0.006
H: -2.5372 -3.1033 -3.9350  0.000
H: -3.7832 -3.6182 -6.0509  0.000
H: -5.4367 -2.0003 -6.9695  0.000
H: -5.7780 0.2136 -5.8477  0.000
H: -4.4027 0.7787 -3.8411  0.000
O: 3.0557 -1.2349 -0.6751  0.000
H: 3.9458 -1.5175 -0.4007  0.000
H: 3.1271 -1.0352 -1.6210  0.000

Atoms 1-3, force components in eV/Å:
V 1.6 3.9 -1.3
P 1.1 0.2 2.6
P 1.5 -4.0 0.9

Total charge: +3
Multiplicity: 3
HOMO (spin up / spin down) (Eh): -0.609 / -0.610
E_tot (eV): -75880.8912
ΔE to the lowest compared entry with this formula, charge and spin (eV): 0.000
Lowest unoccupied orbital energy (spin up / spin down) (eV): -12.34 / -11.34
Orbital gap (spin up / spin down) (eV): 4.24 / 5.25